[1]
81
Properties=species:S:1:pos:R:3:forces:R:3:mulliken_charge:R:1 method="wB97M-V/def2-TZVPD" e_homo_ev="-13.633 / -14.158" lumo_energy_ev="-6.78 / -8.22" orbital_gap_ha="0.252 / 0.218" spin_multiplicity=5 s_squared=6.06 mol_weight_g_mol=879.09 charge=+2 max_force_ev_per_a=0.806
Os -0.6194 0.3316 -0.0847 -0.609 0.284 0.445 1.960
O -2.8476 2.3345 1.5723 0.138 0.237 0.102 -0.367
S -1.4357 1.8651 1.6646 -0.002 -0.173 -0.483 0.133
C -1.3487 3.8620 -0.8326 0.102 0.001 0.217 -0.236
C -1.6215 5.1826 -0.6149 -0.100 -0.009 -0.062 -1.168
C -2.2370 5.8457 -1.6764 -0.014 0.022 -0.006 -0.529
C -2.5440 5.1706 -2.8547 -0.029 0.060 0.000 -0.738
C -2.2368 3.8315 -3.0125 -0.015 -0.099 0.044 -0.851
C -1.6051 3.1399 -1.9645 0.018 -0.111 -0.004 1.417
P -0.9790 1.4563 -2.1517 0.012 -0.137 0.065 0.419
C 0.6689 1.6316 -2.8917 -0.033 0.054 0.053 0.864
C 1.4387 2.7548 -2.5890 -0.019 0.017 0.000 -0.666
C 2.7226 2.8714 -3.0953 0.016 0.000 -0.005 -0.718
C 3.2450 1.8728 -3.9078 0.011 0.020 0.012 -0.711
C 2.4821 0.7546 -4.2129 -0.036 -0.014 -0.002 -0.887
C 1.1986 0.6274 -3.7016 0.007 -0.009 -0.016 -0.549
C -2.0098 0.6244 -3.3718 0.054 0.017 -0.077 0.528
C -3.0242 -0.2401 -2.9735 -0.028 0.035 0.055 -0.338
C -3.8508 -0.8337 -3.9142 0.000 0.007 -0.003 -1.061
C -3.6684 -0.5597 -5.2616 -0.002 0.009 -0.007 -0.762
C -2.6629 0.3087 -5.6680 -0.005 -0.004 -0.007 -0.863
C -1.8328 0.9011 -4.7310 0.037 -0.035 0.020 -0.582
C -1.3259 0.6610 2.9557 -0.055 -0.026 -0.014 0.783
C -0.7836 1.0425 4.1698 -0.009 0.006 0.051 -0.713
C -0.6334 0.0933 5.1711 -0.008 0.042 -0.019 -0.808
C -1.0247 -1.2117 4.9313 -0.005 -0.030 0.003 -0.846
C -1.5617 -1.5886 3.7044 0.031 -0.081 -0.024 -0.726
C -1.7324 -0.6605 2.6849 0.065 0.021 -0.071 0.726
P -2.3751 -0.9813 0.9883 0.017 -0.166 -0.118 0.714
C -4.0847 -0.3910 0.9431 0.074 0.034 -0.003 1.438
C -5.0253 -1.0469 1.7370 -0.012 0.000 0.012 -1.119
C -6.3486 -0.6460 1.7063 -0.013 0.008 0.000 -0.734
C -6.7391 0.3993 0.8772 0.009 0.002 0.001 -0.726
C -5.8058 1.0516 0.0870 -0.015 -0.001 -0.001 -1.191
C -4.4761 0.6604 0.1216 0.016 0.012 -0.028 0.396
C -2.5215 -2.7529 0.6081 0.028 0.088 -0.113 1.583
C -2.4061 -3.0738 -0.7464 0.033 0.023 0.005 0.213
C -2.6283 -4.3623 -1.2003 -0.018 -0.059 0.010 -1.118
C -2.9761 -5.3610 -0.3038 0.007 0.030 -0.023 -0.651
C -3.1265 -5.0509 1.0387 0.000 0.011 0.020 -1.014
C -2.9157 -3.7579 1.4917 -0.066 0.004 0.102 -0.599
H -1.3994 5.6922 0.3124 0.031 -0.003 0.016 0.504
H -2.4859 6.8943 -1.5790 0.002 0.007 0.018 0.430
H -3.0319 5.7023 -3.6597 -0.004 -0.001 -0.014 0.445
H -2.4879 3.3201 -3.9327 0.007 0.002 -0.013 0.456
H 1.0350 3.5442 -1.9670 0.009 -0.003 -0.009 0.398
H 3.3104 3.7506 -2.8700 0.007 0.014 0.006 0.476
H 4.2420 1.9753 -4.3156 0.002 -0.002 -0.005 0.446
H 2.8785 -0.0136 -4.8632 0.006 -0.012 -0.018 0.538
H 0.6078 -0.2450 -3.9526 -0.011 0.004 -0.015 0.586
H -3.1864 -0.4341 -1.9226 -0.017 -0.044 0.020 0.773
H -4.6384 -1.5024 -3.5934 -0.005 -0.005 0.003 0.545
H -4.3124 -1.0196 -5.9987 -0.003 -0.006 -0.006 0.444
H -2.5232 0.5237 -6.7185 0.001 0.000 -0.008 0.468
H -1.0435 1.5658 -5.0590 -0.005 0.009 -0.005 0.588
H -0.4811 2.0693 4.3299 0.012 0.010 0.008 0.526
H -0.2092 0.3731 6.1249 -0.005 0.005 0.017 0.435
H -0.9087 -1.9599 5.7035 0.007 -0.005 0.007 0.459
H -1.8209 -2.6243 3.5705 -0.002 -0.048 -0.087 0.285
H -4.7305 -1.8698 2.3772 -0.029 0.026 -0.004 0.348
H -7.0777 -1.1486 2.3262 -0.011 -0.010 0.011 0.471
H -7.7755 0.7070 0.8525 -0.011 0.003 0.001 0.421
H -6.1091 1.8703 -0.5507 -0.003 0.014 -0.011 0.517
H -3.7474 1.1968 -0.4752 -0.030 -0.036 -0.019 0.452
H -2.1502 -2.3124 -1.4684 -0.060 0.005 -0.014 -0.265
H -2.5311 -4.5828 -2.2546 0.001 -0.004 -0.015 0.501
H -3.1461 -6.3710 -0.6499 0.000 -0.012 -0.007 0.431
H -3.4266 -5.8141 1.7432 -0.001 -0.016 0.005 0.446
H -3.1114 -3.5616 2.5336 0.041 0.067 0.050 0.302
C 2.6856 -2.2758 -2.0373 0.015 -0.015 -0.002 -1.835
C 1.8903 -1.3081 -1.2146 0.064 0.066 0.027 0.511
S 0.2181 -1.4275 -1.2544 0.105 -0.166 -0.091 -0.439
C 2.4840 -0.3350 -0.4203 -0.046 -0.002 0.000 0.819
C 3.9557 -0.1177 -0.3466 0.000 0.010 0.015 -1.451
S 1.4939 0.7122 0.5239 0.317 0.082 0.025 -0.327
H 2.0308 -2.9247 -2.6149 0.004 -0.017 -0.003 0.434
H 3.3164 -2.9003 -1.4025 -0.001 0.003 -0.001 0.466
H 3.3357 -1.7352 -2.7278 0.002 -0.005 0.002 0.400
H 4.5083 -1.0131 -0.6212 0.015 -0.010 0.011 0.384
H 4.2557 0.2009 0.6509 0.010 0.008 -0.005 0.452
H 4.2362 0.6798 -1.0420 0.002 -0.006 -0.023 0.256


[2]
88
Properties=species:S:1:pos:R:3:forces:R:3:mulliken_charge:R:1 method="wB97M-V/def2-TZVPD" e_homo_ev=-7.956 lumo_energy_ev=0.34 orbital_gap_ha=0.305 mol_weight_g_mol=895.17 max_force_ev_per_a=1.850
Zn -0.6687 -1.8659 -1.4066 0.164 0.183 -0.204 0.051
F -1.9851 -1.6083 -7.6568 -0.109 0.410 -0.258 -0.263
C -1.1582 -1.1405 -6.7112 0.386 0.014 1.247 0.805
F -1.6561 0.0321 -6.2611 0.299 -0.654 -0.283 -0.220
F 0.0300 -0.8843 -7.3129 -0.399 0.113 0.101 -0.255
C -0.9871 -2.2209 -5.6330 -0.317 0.291 -0.208 -0.259
C -1.0902 -3.5108 -6.1472 0.500 -0.019 -0.039 -0.410
C -0.9449 -4.5885 -5.3171 -0.306 -0.838 -0.039 -1.130
C -0.7165 -4.3714 -3.9691 -0.157 0.151 -1.198 0.234
N -0.6316 -3.1731 -3.4508 0.029 1.212 -0.160 -0.075
C -0.7790 -2.0701 -4.2458 0.028 0.189 0.448 0.779
S -0.6967 -0.5571 -3.2959 0.017 -0.576 -0.470 -0.382
H -1.2066 -3.6954 -7.2094 -0.185 0.242 0.126 0.433
H -1.0688 -5.6006 -5.7023 0.205 0.249 0.150 0.385
H -0.5816 -5.1980 -3.3344 0.079 -0.870 0.916 0.176
Cl 1.5416 -3.7700 -0.7954 -0.270 0.253 -0.100 -0.162
C 0.3922 -5.0744 -0.9296 -0.202 -0.367 -0.314 0.338
C 0.9225 -6.2961 -1.3573 -0.511 0.445 0.630 -0.622
C 0.1466 -7.4445 -1.3168 -0.090 1.145 -0.470 -0.567
C -1.1955 -7.3210 -0.9659 0.603 0.241 0.144 -0.684
C -1.7256 -6.0829 -0.6234 0.078 -0.104 0.005 0.274
Cl -3.3913 -6.0870 -0.0936 0.280 0.160 -0.197 -0.218
C -0.9720 -4.8859 -0.6226 0.195 -0.378 0.293 0.146
S -1.7133 -3.3774 -0.0994 0.061 -0.455 0.009 -0.301
H 1.9457 -6.3336 -1.6811 0.292 -0.016 0.054 0.436
H 0.6392 -8.3342 -1.6524 -0.315 -0.642 0.061 0.386
H -1.8276 -8.1775 -0.9123 -0.356 -0.441 -0.016 0.449
C 0.5900 4.2357 4.2929 -0.635 -0.036 -1.578 -0.519
S 2.2729 4.4275 3.6491 -0.088 0.466 -0.426 -0.117
C 2.7562 2.7515 3.1782 0.628 -0.429 1.594 -1.164
C 2.2949 2.2065 1.8584 -1.033 -0.021 -0.917 0.737
C 0.7296 2.0459 1.7765 0.473 0.211 0.240 -1.126
N 0.1875 1.1935 0.6957 0.117 0.592 -0.199 0.825
P -0.0130 -0.4888 0.8188 0.518 0.034 -1.002 1.077
C 1.5037 -0.9625 1.7082 -0.903 0.285 0.600 1.286
C 2.6847 -1.2187 1.0309 0.408 0.092 0.925 -0.611
C 3.8434 -1.4224 1.7841 0.679 0.165 0.099 -0.898
C 3.8423 -1.3305 3.1958 -1.238 -0.245 -0.089 -0.712
C 2.6376 -1.0316 3.8650 -0.447 -0.035 -1.057 -0.759
C 1.4740 -0.8454 3.0995 1.415 -0.348 -0.002 -0.648
C -1.3458 -0.7605 1.9975 -0.893 0.188 0.372 0.652
C -2.4546 0.1159 1.9669 0.565 -1.162 1.066 -1.227
C -3.5292 -0.0890 2.8361 0.671 1.066 -0.891 -0.571
C -3.5635 -1.1764 3.6676 -0.904 -0.519 0.235 -0.639
C -2.5362 -2.0821 3.6744 1.243 -0.606 -0.724 -0.693
C -1.4148 -1.8672 2.8320 -1.369 -0.407 1.176 -0.168
P -0.2978 1.9178 -0.7987 0.701 0.379 -0.240 -0.740
C 1.0661 3.1713 -1.0421 -0.648 -0.814 -0.318 0.423
C 0.9700 4.4910 -0.6283 -0.184 -0.042 0.669 -0.115
C 2.0724 5.2974 -0.7271 0.608 0.788 -0.210 -0.898
C 3.2331 4.8282 -1.2923 0.524 -0.301 -0.191 -0.458
C 3.3245 3.5275 -1.7507 0.818 -0.371 -0.345 -0.544
C 2.2324 2.7024 -1.6522 -0.703 -0.159 0.415 -0.317
C -1.5492 3.1708 -0.4054 -1.313 -0.095 0.576 0.377
C -2.0949 3.4438 0.8550 -0.400 0.621 -0.832 0.658
C -3.0661 4.4256 1.0241 0.044 0.739 0.665 -1.175
C -3.5014 5.1832 -0.0627 -0.278 -0.477 1.186 -0.579
C -3.0315 4.8520 -1.3084 -0.665 1.447 -0.599 -0.569
C -2.0996 3.8764 -1.4830 1.073 -1.013 -0.886 -0.454
H 0.3304 5.1552 4.8037 0.015 0.144 0.038 0.417
H 0.6486 3.4460 4.9968 -0.312 -0.802 0.809 0.223
H -0.2126 4.0053 3.5159 1.149 0.366 0.932 -0.007
H 2.4991 2.0893 4.0348 -0.283 0.175 -0.533 0.300
H 3.8643 2.7477 3.2707 -0.547 0.222 -0.475 0.451
H 2.7252 1.2196 1.7170 0.200 -0.041 -0.007 -0.172
H 2.6604 2.8489 1.0394 -0.223 -0.222 0.285 -0.121
H 0.2476 3.0200 1.6563 0.381 -0.031 0.100 0.163
H 0.3850 1.6585 2.7381 -0.067 -0.092 0.066 0.590
H 2.7157 -1.1713 -0.0469 0.047 -0.223 -0.154 0.620
H 4.7856 -1.6031 1.2359 -0.549 0.003 0.521 0.374
H 4.6952 -1.5809 3.8124 0.298 0.200 -0.334 0.443
H 2.5033 -0.9465 4.9439 0.587 -0.094 -0.217 0.474
H 0.5578 -0.5999 3.5934 -0.304 0.052 0.228 0.336
H -2.4008 0.9252 1.2891 -0.298 0.811 -0.458 0.692
H -4.3216 0.6407 2.8945 -0.207 0.024 -0.273 0.454
H -4.4907 -1.3611 4.1972 0.214 0.000 0.383 0.352
H -2.5757 -3.0174 4.2533 -0.025 0.633 -0.211 0.386
H -0.6873 -2.6496 2.8937 0.673 -0.008 -0.353 0.513
H 0.1034 4.9075 -0.1219 -0.055 -0.307 -0.225 0.300
H 2.0880 6.3186 -0.3783 -0.342 0.104 0.140 0.412
H 4.0915 5.4626 -1.3761 0.320 0.332 0.037 0.405
H 4.2653 3.1324 -2.1534 -0.401 0.307 0.042 0.356
H 2.2467 1.6737 -1.9894 0.161 -0.057 -0.082 0.445
H -1.8046 2.9500 1.7407 0.540 -0.697 0.670 0.410
H -3.3722 4.6663 2.0659 -0.019 -0.228 -0.941 0.361
H -4.2319 5.9742 0.0556 0.084 -0.017 0.067 0.406
H -3.3889 5.4817 -2.1269 0.193 -0.533 -0.085 0.353
H -1.7660 3.6551 -2.5078 -0.014 0.053 0.488 0.385


In order of appearance, E_tot = -97614.1222 -177729.6394 eV.